(1)
49
Properties=species:S:1:pos:R:3 method="wB97M-V/def2-TZVPD" multiplicity=1 energy_ha=-1716.8410 smiles="CCOC(=O)N1CCN(C(=O)Cn2nc(-c3ccc(Cl)cc3)ccc2=O)CC1" lumo_energy_ha=-0.0120 charge=0 homo_lumo_gap_ev=8.33
C -7.292 -2.121 -0.183
C -6.131 -2.804 -0.892
H -6.126 -3.879 -0.695
H -6.188 -2.622 -1.969
O -4.872 -2.340 -0.408
C -4.440 -1.169 -0.928
O -5.035 -0.539 -1.769
N -3.232 -0.805 -0.428
C -2.575 -1.456 0.682
H -3.072 -2.400 0.895
C -2.608 -0.539 1.910
N -2.021 0.745 1.572
C -0.852 1.095 2.145
O -0.320 0.417 3.002
C -0.198 2.409 1.689
N 0.474 2.241 0.413
N 1.506 1.428 0.441
C 2.207 1.193 -0.632
C 1.859 1.820 -1.867
C 0.807 2.670 -1.895
C 0.033 2.942 -0.706
O -0.933 3.686 -0.631
H 0.493 3.175 -2.795
H 2.417 1.604 -2.764
C 3.332 0.267 -0.483
C 4.387 0.234 -1.393
C 5.440 -0.645 -1.221
C 5.445 -1.501 -0.131
C 4.408 -1.478 0.791
C 3.362 -0.598 0.614
H 2.551 -0.562 1.324
H 4.426 -2.145 1.639
Cl 6.757 -2.602 0.082
H 6.257 -0.664 -1.926
H 4.409 0.910 -2.234
H -0.912 3.227 1.593
H 0.555 2.648 2.444
C -2.723 1.397 0.489
H -2.300 2.370 0.245
C -2.689 0.495 -0.752
H -3.289 0.926 -1.554
H -1.656 0.372 -1.096
H -3.766 1.539 0.793
H -2.033 -0.970 2.730
H -3.644 -0.383 2.229
H -1.532 -1.650 0.405
H -8.230 -2.547 -0.528
H -7.213 -2.259 0.893
H -7.286 -1.058 -0.408

(2)
54
Properties=species:S:1:pos:R:3 method="wB97M-V/def2-TZVPD" multiplicity=1 energy_ha=-4060.5213 lumo_energy_ha=-0.4820 charge=+3 homo_lumo_gap_ev=2.79
N 1.242 1.249 3.112
C 1.154 2.109 2.099
C 2.029 2.028 0.764
N 1.300 1.461 -0.436
C -0.061 1.006 -0.116
C -1.213 2.066 -0.226
C -2.686 1.625 0.158
S -3.999 2.939 0.028
C -3.088 0.198 0.660
C -4.557 -0.268 1.098
C -4.578 -0.425 2.732
C -5.093 -1.890 3.219
N -4.018 -2.735 3.870
C -1.943 -0.875 0.740
N -2.207 -2.258 1.172
C -2.780 -2.970 0.236
S -3.119 -4.073 -0.961
C -0.483 -0.425 0.360
S 0.828 -1.698 0.491
C 2.077 -1.127 -0.749
C 3.022 -2.183 -1.435
N 2.942 -3.655 -1.172
C 4.096 -1.711 -2.434
C 4.193 -0.151 -2.720
P 5.571 0.408 -3.918
O 6.785 0.747 -2.991
C 3.227 0.905 -2.061
C 3.463 2.442 -2.460
O 3.125 2.697 -3.847
N 1.756 2.531 -3.906
O 1.503 1.733 -4.756
C 2.135 0.414 -1.044
H 0.552 1.627 3.802
H 0.418 2.996 2.181
H 2.316 3.117 0.492
H 3.040 1.484 0.899
H -1.024 3.148 -0.574
H -5.056 2.305 -0.645
H -4.838 -1.303 0.696
H -5.383 0.479 0.849
H -5.273 0.341 3.235
H -3.498 -0.255 3.143
H -5.944 -1.832 4.003
H -5.514 -2.535 2.364
H -3.322 -2.101 4.299
H -3.547 -3.331 3.173
H 2.074 -3.935 -1.683
H 2.777 -3.827 -0.160
H 4.827 -2.428 -2.934
H 5.251 1.612 -4.622
H 6.007 -0.648 -4.780
H 2.849 3.127 -1.779
H 4.572 2.678 -2.224
Lu -2.014 -0.860 4.860